Entry 1:
This record from the Open Molecules 2025 dataset describes 4 unconnected molecules or ions with the total composition C33H43B3Br2O15. The level of theory is ωB97M-V/def2-TZVPD.

The geometry in ORCA input format:
```
! RIJCOSX wB97M-V def2-TZVPD def2/J DEFGRID3
* xyz 0 1
C 0.79285 0.77984 4.48531
C 1.59717 -0.10661 3.52275
C 0.75578 -1.21456 2.85131
C 1.23140 -2.66546 3.07067
C 1.64730 -3.41734 1.79085
C 0.54875 -4.33812 1.25469
C -0.59104 -3.57055 0.58453
C -1.77088 -4.47438 0.17501
B -3.17058 -3.81609 0.39099
O -4.28568 -4.55247 0.75802
B -5.31251 -3.88257 1.40192
C -5.94086 -4.45873 2.71115
C -4.88255 -4.33468 3.83558
C -4.75294 -2.87270 4.31578
C -5.20070 -5.27810 4.99044
O -5.60447 -2.60757 0.93922
B -4.51351 -1.82189 0.62863
C -4.68042 -0.25181 0.72877
Br -5.38134 0.29954 -1.01284
C -3.53407 0.62816 1.19461
C -3.90234 2.10089 1.28819
Br -1.94547 0.46833 0.06918
O -3.33783 -2.43555 0.28070
H 1.39683 1.12708 5.32531
H 0.40971 1.66792 3.98028
H -0.05911 0.23956 4.90377
H 1.99622 0.54102 2.73979
H 2.45286 -0.54402 4.04301
H 0.71028 -1.02966 1.77771
H -0.27699 -1.11419 3.19703
H 2.05382 -2.68060 3.78997
H 0.42036 -3.23193 3.53958
H 1.88510 -2.68141 1.01311
H 2.56210 -3.98465 1.96356
H 0.13880 -4.91752 2.09079
H 0.96443 -5.06705 0.55191
H -0.94160 -2.79118 1.26728
H -0.19888 -3.04600 -0.29100
H -1.67044 -4.80789 -0.86353
H -1.75622 -5.39437 0.76973
H -6.83931 -3.90973 3.00196
H -6.20244 -5.51288 2.58147
H -3.91608 -4.64271 3.42294
H -3.79381 -2.42765 4.03703
H -5.53702 -2.24220 3.88983
H -4.83274 -2.79778 5.40123
H -5.17804 -6.31911 4.66334
H -6.19788 -5.07785 5.39206
H -4.48173 -5.16378 5.80420
H -5.50393 -0.07731 1.42494
H -3.22878 0.25794 2.17554
H -3.23300 2.61356 1.97875
H -3.83160 2.58437 0.31555
H -4.93120 2.20952 1.64046
C 6.85681 -2.32169 3.21650
C 7.86748 -1.47782 3.47643
C 7.80173 0.00893 3.15227
O 8.78793 0.65822 3.45590
C 6.61677 0.53768 2.52674
C 5.60718 -0.30692 2.26144
C 5.66638 -1.78927 2.60258
O 4.67070 -2.43522 2.32477
O 4.47204 0.05587 1.69626
O 9.00964 -1.83314 4.03530
H 6.89762 -3.37630 3.44806
H 6.57681 1.59143 2.29102
H 3.92463 -0.75439 1.63028
H 9.53724 -1.00884 4.10039
C -0.54142 3.80149 -4.55994
C -1.05703 3.59159 -3.33859
C -2.51104 3.19712 -3.12009
O -2.84217 3.03686 -1.95937
C -3.37712 3.03475 -4.26309
C -2.85905 3.24173 -5.48300
C -1.40334 3.63022 -5.69813
O -1.06172 3.76562 -6.86589
O -3.53890 3.12859 -6.61134
O -0.37745 3.69753 -2.21151
H 0.48290 4.07193 -4.75182
H -4.40788 2.75396 -4.10077
H -2.89691 3.32834 -7.32453
H -1.00947 3.46028 -1.49879
C 3.77351 5.80421 -8.89696
C 2.74620 5.39501 -8.13264
C 2.70565 5.62875 -6.62500
O 1.70280 5.20275 -6.07891
C 3.79907 6.30298 -5.97934
C 4.82327 6.70907 -6.74755
C 4.86536 6.48717 -8.25630
O 5.85617 6.92207 -8.81938
O 5.89027 7.33684 -6.29327
O 1.68603 4.76420 -8.59396
H 3.81180 5.64476 -9.96489
H 3.76552 6.45924 -4.91076
H 6.44950 7.50452 -7.08247
H 1.08674 4.59279 -7.83270
*
```

Properties
- HOMO level (Ha) = -0.351
- HOMO-LUMO gap (Eh) = 0.297
- SMILES = CCCCCCCCB1OB(CC(C)C)OB([C@H](Br)[C@H](C)Br)O1.O=C1C=C(O)C(=O)C=C1O.O=C1C=C(O)C(=O)C=C1O.O=C1C=C(O)C(=O)C=C1O

=====

Entry 2:
This record from the Open Molecules 2025 dataset describes a molecular structure, C33H43IN4O5PSSn. The level of theory is ωB97M-V/def2-TZVPD.

The geometry in ORCA input format:
```
! RIJCOSX wB97M-V def2-TZVPD def2/J DEFGRID3
* xyz 3 1
Sn 0.10502 0.54788 0.52937
I 1.07063 0.41416 3.51304
C -0.68091 1.47691 3.81450
C -0.83048 2.05257 5.04472
C -2.05860 2.63357 5.41078
C -3.11524 2.56287 4.55611
C -2.97689 1.96812 3.27849
C -4.12329 1.82588 2.45866
C -4.05303 1.19315 1.25899
C -2.79767 0.76310 0.78206
C -1.65500 0.94979 1.51205
C -1.71328 1.46935 2.84253
H -0.01798 2.03876 5.75937
H -2.16439 3.08179 6.38909
H -4.08606 2.94365 4.84714
H -5.06971 2.19807 2.83057
H -4.93966 1.04560 0.65574
H -2.75560 0.28690 -0.18189
C -2.78640 1.99597 -2.13945
C -1.72976 1.52712 -3.09433
C -1.62238 2.19541 -4.31094
C -0.73787 1.79393 -5.29627
C 0.05110 0.68140 -5.07705
C -0.01265 -0.02786 -3.87425
C 0.87268 -1.25029 -3.76517
C -0.89490 0.42356 -2.86890
N -0.80452 -0.28276 -1.58797
C -1.13294 -1.51700 -1.58380
C -1.97368 -2.20788 -2.60667
C -0.71272 -2.35246 -0.39413
C -0.65563 -3.83585 -0.55949
N -0.44800 -1.72490 0.67576
C -0.22152 -2.42818 1.92246
C -1.33922 -2.69254 2.72268
C -2.74893 -2.40525 2.27818
C -1.11786 -3.29194 3.95973
C 0.15740 -3.63108 4.37578
C 1.24238 -3.38745 3.54786
C 1.07084 -2.78120 2.31132
C 2.26016 -2.51864 1.43252
H -3.36048 2.80463 -2.58673
H -2.36646 2.37012 -1.20976
H -3.48976 1.19700 -1.90523
H -2.27276 3.04213 -4.49064
H -0.69155 2.32308 -6.23910
H 0.71420 0.32431 -5.85722
H 1.75516 -1.13161 -4.39521
H 0.36334 -2.13614 -4.14649
H 1.21417 -1.47564 -2.75401
H -2.37951 -1.50850 -3.33228
H -2.79604 -2.71119 -2.09207
H -1.41508 -2.98473 -3.12940
H -0.01190 -4.07163 -1.41129
H -1.63914 -4.25647 -0.77566
H -0.26202 -4.30769 0.33664
H -2.81556 -1.52515 1.64595
H -3.39700 -2.25089 3.13918
H -3.15766 -3.25332 1.72064
H -1.96768 -3.50522 4.59633
H 0.30570 -4.10240 5.33851
H 2.23693 -3.68257 3.86049
H 3.07809 -3.18603 1.70516
H 2.61680 -1.48942 1.57110
H 2.05060 -2.65836 0.37277
N 5.56391 -1.02621 0.01970
C 4.56959 0.10056 0.15327
P 3.22437 -0.20993 -1.08050
O 3.40841 -1.62679 -1.46878
O 1.90143 0.25775 -0.47017
C 3.60152 0.89523 -2.51046
N 2.48718 1.74829 -3.01014
H 6.39485 -0.75799 -0.50951
H 5.07613 -1.78470 -0.49788
H 5.87801 -1.37540 0.92601
H 5.06670 1.06327 0.05973
H 4.13414 0.04134 1.14864
H 3.94771 0.24588 -3.31316
H 4.40112 1.58205 -2.23384
H 1.61917 1.23012 -3.21938
H 2.75808 2.23236 -3.86777
H 2.27957 2.45076 -2.28777
C 0.52066 4.79201 0.25275
S 1.11434 3.17618 -0.04069
O 1.13199 2.42717 1.24944
O 2.40053 3.26183 -0.70195
O 0.11424 2.40261 -0.85269
H 1.26841 5.30513 0.85695
H -0.43001 4.72650 0.77947
H 0.40210 5.28343 -0.71217
*
```

Properties
- HOMO level (Ha) = -0.563
- HOMO-LUMO gap (Eh) = 0.242

=====

Entry 3:
This record from the Open Molecules 2025 dataset describes 9 unconnected molecules or ions with the total composition C33H43N8O. The level of theory is ωB97M-V/def2-TZVPD.

The geometry in ORCA input format:
```
! RIJCOSX wB97M-V def2-TZVPD def2/J DEFGRID3
* xyz -1 1
C 0.58845 0.45978 0.21483
O -0.23663 1.59454 0.25792
H 1.56350 0.67677 0.13252
H 0.22165 -0.03838 -0.66121
H 0.29613 0.03087 1.11046
N -2.61120 0.25505 0.09679
C -3.76669 0.77449 0.80773
C -4.77690 -0.07568 0.48856
C -4.11643 -1.17766 -0.44520
C -2.84659 -0.80822 -0.68033
H -1.61178 0.39356 0.20138
H -3.73577 1.69179 1.44754
H -5.88478 -0.18480 0.80792
H -4.60743 -2.16696 -0.83638
H -2.03078 -1.12008 -1.35935
N 5.72740 -1.16625 -0.10746
C 6.53370 -1.68518 0.89494
C 5.73050 -2.31507 1.75111
C 4.32682 -2.11458 1.24170
C 4.36979 -1.40928 0.07604
H 6.10678 -0.58135 -0.78265
H 7.51378 -1.69591 0.77494
H 6.11720 -2.92312 2.62550
H 3.57709 -2.53934 1.82455
H 3.70332 -1.14811 -0.53692
N -1.93686 -1.64971 2.42301
C -2.45085 -2.77696 2.66048
C -1.78554 -3.36567 3.68884
C -0.60550 -2.37926 4.06873
C -0.87939 -1.40149 3.21046
H -2.19049 -1.06844 1.64114
H -3.29866 -3.31158 2.10060
H -1.93056 -4.36641 3.89019
H 0.43695 -2.54199 4.63295
H -0.25155 -0.68889 2.98029
N -0.66027 2.58094 2.64073
C 0.23519 3.55213 3.05682
C -0.36084 3.97427 4.23629
C -1.48626 3.15432 4.66431
C -1.65614 2.29240 3.58458
H -0.65168 2.07857 1.73839
H 1.05237 3.89598 2.46241
H 0.04658 4.97234 4.78598
H -2.06314 3.22620 5.57633
H -2.19779 1.54690 3.28808
N -0.46330 -0.47943 -3.47413
C -1.20812 -1.06074 -4.44760
C -0.85497 -2.34455 -4.71982
C 0.52691 -2.33910 -3.92336
C 0.66269 -1.12197 -3.16722
H -0.60634 0.63459 -3.16581
H -2.02584 -0.39211 -4.59525
H -1.22222 -3.31730 -5.31283
H 1.00241 -3.22516 -3.82271
H 1.52061 -0.84707 -2.48400
N -1.55349 2.24637 -2.21929
C -0.46212 2.61880 -3.04965
C -1.17419 2.82251 -4.26659
C -2.64080 2.58709 -4.03256
C -2.77680 2.24065 -2.74146
H -1.44931 2.34876 -1.31992
H 0.60033 2.41552 -2.65312
H -0.78407 2.92422 -5.20068
H -3.51179 2.53494 -4.82845
H -3.49879 2.14902 -2.06118
N -0.19469 -3.53151 0.77195
C -0.03286 -4.88181 1.18635
C 0.41353 -5.59766 0.07245
C 0.00009 -4.80280 -1.08483
C -0.28439 -3.52750 -0.59565
H -0.69733 -2.68700 1.36841
H 0.03202 -5.19335 2.32666
H 0.82173 -6.60316 0.12886
H 0.12235 -5.10216 -2.05217
H -0.29424 -2.46319 -1.06469
N 1.50551 3.56590 -0.29762
C 2.85129 3.64022 0.15827
C 3.39068 4.72545 -0.49970
C 2.18506 5.44786 -1.28130
C 1.16785 4.64724 -1.08646
H 0.94994 2.80634 -0.11808
H 3.29521 2.77953 0.54879
H 4.40698 4.88880 -0.44146
H 2.38859 6.28932 -1.81222
H 0.37512 4.75391 -1.41750
*
```

Properties
- HOMO level (Ha) = -0.201
- HOMO-LUMO gap (Eh) = 0.296

=====

Entry 4:
This record from the Open Molecules 2025 dataset describes 4 unconnected molecules or ions with the total composition C33H44BF3O12S2. The level of theory is ωB97M-V/def2-TZVPD.

The geometry in ORCA input format:
```
! RIJCOSX wB97M-V def2-TZVPD def2/J DEFGRID3
* xyz 0 1
C 1.71599 -0.79076 1.20257
C 1.03248 0.66907 0.85640
O -0.43290 0.71275 1.10697
B -1.18597 0.79905 -0.17083
O -2.16648 1.90445 -0.46268
C -0.97054 -0.29824 -1.38544
C -1.72613 -1.78368 -1.24136
C -2.71402 -2.17651 0.03804
C -4.11229 -1.32743 -0.06521
C -5.47721 -2.19427 0.20112
C -5.60323 -3.58202 -0.66225
S -5.73597 -3.35612 -2.51774
O -5.22054 -1.99807 -3.05196
O -4.96743 -4.55827 -3.18619
O -7.36588 -3.50542 -3.10368
C -1.51948 -2.95875 -2.39556
C -0.55781 -2.64255 -3.68505
S -0.32778 -4.05070 -4.93089
O -0.93639 -3.73561 -6.33502
O 1.21943 -4.24234 -5.16875
C -0.95870 -5.70718 -4.30767
F -0.42654 -6.06889 -2.95579
F -2.46659 -5.73846 -4.34339
F -0.53065 -6.83961 -5.21037
C 0.13995 -1.14768 -3.82356
C -0.04369 0.06480 -2.68753
C 0.71693 1.48493 -2.98820
O 0.28490 2.70763 -2.62409
C 2.13853 1.47910 -3.86948
C 3.28767 2.67242 -3.63785
C 4.63448 2.60139 -4.59780
C 4.83192 1.41089 -5.74749
C 3.70268 0.20175 -5.97307
C 2.36250 0.30316 -4.99230
C 1.12048 -0.80683 -5.13447
O 0.96441 -1.34165 -6.34904
H 0.95327 -1.59660 1.59731
H 2.56618 -0.71578 2.03522
H 2.25535 -1.20751 0.24255
H 1.31457 0.90274 -0.27515
H 1.51619 1.53964 1.49628
H -1.83388 2.77246 -0.08727
H -2.88008 -3.35689 -0.01991
H -2.17320 -1.98510 1.06193
H -4.08560 -0.73143 -1.07201
H -4.06831 -0.50493 0.79901
H -6.38734 -1.47036 -0.06099
H -5.56231 -2.40397 1.36540
H -4.76468 -4.38730 -0.39222
H -6.62472 -4.09438 -0.31693
H -7.22242 -3.69732 -4.09260
H -2.07872 -4.00281 -2.24734
H 3.17804 3.54623 -2.86715
H 5.43204 3.44796 -4.46718
H 5.79040 1.43533 -6.41881
H 3.83855 -0.66027 -6.78774
C -0.09502 5.43702 3.14233
C -0.74209 4.21523 3.74171
C -1.72949 3.81948 2.66558
O -1.16340 4.22530 1.41179
C -0.04012 5.07791 1.67356
H 0.88788 5.66469 3.56250
H -0.74216 6.30984 3.28979
H 0.00662 3.42474 3.87075
H -1.21618 4.39844 4.70927
H -2.68244 4.34514 2.78772
H -1.92410 2.74321 2.65050
H 0.86904 4.51450 1.43683
H -0.08501 5.95674 1.02446
C -2.01696 0.54276 7.02956
C -0.63645 0.29278 6.47963
C -0.90759 0.14407 4.99841
O -2.04727 0.96203 4.69980
C -2.64782 1.37538 5.93500
H -2.01908 1.04359 8.00097
H -2.55339 -0.40806 7.13215
H -0.00229 1.16937 6.65719
H -0.14192 -0.58041 6.91263
H -1.16219 -0.88994 4.74276
H -0.05876 0.45669 4.38341
H -2.43073 2.44035 6.07189
H -3.73203 1.24449 5.87991
C 6.74712 -0.06730 0.14547
C 6.51715 1.02832 1.15417
C 5.00668 1.07743 1.22975
O 4.53334 -0.25017 0.96413
C 5.62713 -1.03283 0.46585
H 7.73709 -0.52552 0.21226
H 6.61996 0.32938 -0.86884
H 6.93033 0.73097 2.12522
H 6.96160 1.98618 0.87225
H 4.59163 1.73988 0.46277
H 4.64644 1.40782 2.20829
H 5.92180 -1.73454 1.25376
H 5.30326 -1.60506 -0.40785
*
```

Properties
- HOMO level (Ha) = -0.333
- HOMO-LUMO gap (Eh) = 0.265
- SMILES = CCOB(O)c1c(CCCCS(=O)(=O)O)cc(S(=O)(=O)C(F)(F)F)c2c1C(=O)c1ccccc1C2=O.C1CCOC1.C1CCOC1.C1CCOC1

=====

Entry 5:
This record from the Open Molecules 2025 dataset describes 4 unconnected molecules or ions with the total composition C33H44Cl6F18O4. The level of theory is ωB97M-V/def2-TZVPD.

The geometry in ORCA input format:
```
! RIJCOSX wB97M-V def2-TZVPD def2/J DEFGRID3
* xyz 0 1
C 8.06002 1.82302 2.13961
C 7.66471 1.13456 1.03774
C 7.17789 1.88210 -0.13588
O 7.16338 3.08101 -0.22426
O 6.79693 1.08058 -1.18592
C 5.37359 0.94522 -1.22985
C 4.95424 0.04375 -2.38411
C 3.49712 -0.40842 -2.15587
C 3.35538 -1.88567 -1.77300
C 1.86694 -2.26391 -1.60318
C 1.55364 -2.98703 -0.27369
C 0.06313 -2.97977 0.10116
C -0.38949 -1.64158 0.74247
C 0.70349 -0.78023 1.32863
F 1.33129 -1.41762 2.39205
C -0.75397 -3.21360 -1.18032
C -2.22154 -3.56173 -0.85782
C -3.15270 -2.83241 -1.78626
F -2.81366 -3.12511 -3.07358
F -3.01274 -1.49170 -1.65846
C -4.65082 -3.20588 -1.69066
F -5.34391 -2.58686 -2.65418
F -4.73406 -4.53322 -1.92685
C -5.35808 -2.98932 -0.32523
F -4.75293 -3.73050 0.61977
F -6.60800 -3.46384 -0.45745
C -5.46326 -1.54393 0.25486
F -4.25654 -1.17756 0.70976
F -6.28156 -1.64873 1.32537
C -6.07471 -0.43402 -0.63677
F -5.19147 -0.02149 -1.55308
F -7.14573 -0.92490 -1.27966
C -6.58134 0.84469 0.12080
F -7.73355 0.59446 0.74053
F -6.83099 1.74193 -0.86730
C -5.57926 1.54590 1.06901
F -5.47810 0.86166 2.21825
F -4.36209 1.59263 0.50125
C -5.98635 3.01686 1.43001
F -5.48187 3.86421 0.52884
F -5.48913 3.32744 2.62648
F -7.31093 3.16275 1.46621
O -0.26194 -4.13143 0.92055
C 0.27487 -4.21328 2.18933
O 1.38017 -4.64197 2.36356
C -0.63048 -3.80807 3.33736
C -2.12784 -4.02576 3.09176
C -2.45515 -5.51276 2.95544
C -2.93515 -3.40078 4.22825
H 7.39339 2.55971 2.57632
H 9.04883 1.66472 2.55975
H 7.63034 0.05069 0.99507
H 4.90138 1.92538 -1.35771
H 4.99000 0.52792 -0.28691
H 4.96978 0.66003 -3.28473
H 5.63873 -0.79923 -2.48137
H 3.06155 0.22506 -1.37468
H 2.90398 -0.26629 -3.06276
H 3.77559 -2.47172 -2.59557
H 3.93110 -2.14662 -0.87978
H 1.64389 -2.99817 -2.37857
H 1.23534 -1.38544 -1.75924
H 2.19135 -2.63884 0.53891
H 1.82066 -4.03693 -0.42059
H -1.11883 -1.84541 1.53179
H -0.93128 -1.04693 0.00184
H 0.26991 0.14765 1.70884
H 1.43157 -0.49443 0.57262
H -0.75650 -2.29636 -1.76672
H -0.31472 -4.00098 -1.79124
H -2.38332 -4.63512 -0.92880
H -2.44086 -3.25296 0.16170
H -0.42363 -2.76617 3.59127
H -0.31871 -4.44672 4.16719
H -2.39522 -3.54148 2.15010
H -1.95773 -5.94512 2.08480
H -2.15890 -6.05314 3.85744
H -3.53210 -5.63304 2.81826
H -4.00368 -3.50458 4.02988
H -2.73163 -2.32922 4.30348
H -2.67929 -3.87098 5.17980
Cl 1.66897 1.80117 -0.50788
C 1.92924 3.55932 -0.63103
C 2.30015 4.16521 0.69563
Cl 0.93983 4.14363 1.85283
H 1.02583 4.00119 -1.04348
H 2.74491 3.70101 -1.33902
H 2.58814 5.20547 0.55768
H 3.13308 3.63500 1.15107
Cl -0.85235 5.23219 -2.38820
C -2.52660 4.63469 -2.55638
C -2.77148 3.36098 -1.78821
Cl -1.89177 1.97060 -2.47740
H -2.72149 4.50046 -3.61711
H -3.17910 5.41868 -2.17622
H -3.83208 3.11625 -1.82672
H -2.47376 3.45943 -0.74684
Cl 4.77337 5.81068 -1.52574
C 6.47111 6.35689 -1.56793
C 6.62123 7.78475 -1.11491
Cl 5.89814 8.94194 -2.26351
H 6.83566 6.21818 -2.58210
H 7.02663 5.69464 -0.90520
H 7.67932 8.02889 -1.03917
H 6.15459 7.94376 -0.14621
*
```

Properties
- HOMO level (Ha) = -0.350
- HOMO-LUMO gap (Eh) = 0.323
- SMILES = C=CC(=O)OCCCCCC[C@@](CCF)(CCC(F)(F)C(F)(F)C(F)(F)C(F)(F)C(F)(F)C(F)(F)C(F)(F)C(F)(F)F)OC(=O)CC(C)C.ClCCCl.ClCCCl.ClCCCl

=====

Look up the HOMO level of the fifth one. -0.350 Ha